Entry 1:
9
Properties=species:S:1:pos:R:3:forces:R:3:lowdin_charge:R:1 method="wB97M-V/def2-TZVPD" total_charge=0 e_homo_ev="-11.00 / -11.00" e_above_lowest_kcal_mol=32.7 energy_ha=-806.520245 spin_multiplicity=1
N -1.1196 -2.3233 -0.2673 -3.110 -2.060 2.013 0.2228
S -0.0631 2.1414 -1.0225 0.706 -2.122 0.181 0.9020
C -0.7939 1.8915 0.4244 0.191 0.646 -1.160 -0.8191
O 0.6129 -1.1947 -1.4400 1.373 1.852 -0.206 0.0371
C 0.9791 -0.1083 0.6429 -0.550 -1.429 0.562 -0.4102
N 0.9835 -0.1928 1.8010 -0.108 0.323 0.025 0.2659
C -0.3379 -1.8510 -0.9182 1.317 0.974 -0.623 -0.3738
N -1.3027 1.7009 1.4373 -0.504 -0.279 1.369 0.1528
N 1.0417 -0.0636 -0.6576 0.683 2.096 -2.160 0.0224

***

Entry 2:
21
Properties=species:S:1:pos:R:3:forces:R:3:lowdin_charge:R:1 method="wB97M-V/def2-TZVPD" total_charge=0 e_homo_ev=-9.17 e_above_lowest_kcal_mol=0.6 energy_ha=-577.928438 spin_multiplicity=1
O 1.7991 -0.6561 3.1828 -0.661 -0.239 -2.063 0.0616
C -0.3429 -0.4842 -2.8739 -0.154 2.649 -1.210 -0.0738
H 1.0335 -2.5356 0.6558 0.291 0.091 0.578 0.0753
H -1.5915 2.7852 -0.6462 -0.620 0.337 -0.908 0.1139
H -1.0708 1.5759 -2.8993 -0.245 -1.429 1.018 0.1427
H 0.1671 -2.4377 -2.5782 1.252 -0.075 0.355 0.1205
C -0.9052 0.7411 -0.8660 1.425 -1.620 -0.909 -0.1501
C -1.2357 1.8966 -0.1893 -0.389 0.739 -0.684 -0.0650
C 0.1610 -1.4632 -2.0833 -1.490 -2.475 0.296 -0.1588
C -0.9165 2.0190 1.0815 -0.965 1.708 4.172 -0.0767
H 0.3342 1.1797 2.6806 -0.931 0.320 0.601 0.1142
H -1.2635 2.9408 1.6589 0.900 -1.124 -0.963 0.1375
C 0.0172 -0.1956 1.2168 1.979 0.086 0.899 -0.0312
N 0.1739 -1.4320 -0.7796 0.537 -0.621 0.167 0.1078
C -0.8725 0.6506 -2.2603 0.569 0.816 -2.175 0.0014
B 1.1665 -1.0755 1.9239 0.729 -2.149 2.410 -0.4475
H 2.5528 -1.1813 3.5407 -1.143 0.269 -0.903 0.1056
C -0.2425 -0.3225 -0.1580 -1.175 0.309 -0.493 -0.1792
C -0.2879 0.9896 1.8122 1.286 0.130 -0.264 -0.0202
O 1.4645 -2.3954 1.5357 -0.522 1.873 -0.563 0.1057
H -0.1407 -0.5996 -3.9547 -0.675 0.405 0.638 0.1163

***

Entry 3:
20
Properties=species:S:1:pos:R:3:forces:R:3:lowdin_charge:R:1 method="wB97M-V/def2-TZVPD" total_charge=0 e_homo_ev="-7.40 / -6.55" e_above_lowest_kcal_mol=157.0 energy_ha=-378.388075 spin_multiplicity=1
H -2.6502 -1.1968 -0.9153 -0.007 0.003 0.048 0.0276
H -0.6762 2.4791 0.4391 -0.011 -0.016 -0.058 0.0721
H -1.4187 1.4511 -0.7928 -0.029 0.007 -0.032 0.0691
H 2.2171 1.5372 0.1702 -0.241 -0.082 0.130 0.0365
N 3.1071 0.0437 0.9689 -0.185 -0.012 0.013 -0.0756
H 0.7286 -1.3998 0.3554 0.149 0.125 -0.053 0.1203
C -0.4867 1.6670 -0.2617 0.031 -0.390 0.023 -0.1530
H 0.4019 -1.6851 -1.9029 0.100 0.288 -0.069 0.0989
H 0.2504 2.0082 -0.9995 0.034 0.033 -0.004 0.0695
H -3.7789 -1.5039 0.5108 0.120 0.017 0.035 0.0381
H 2.7179 0.2021 1.8982 0.067 0.074 -0.175 0.0817
N 0.1482 -0.7893 -1.5212 0.066 0.183 0.273 0.1299
H -0.0561 -0.0255 -2.1449 0.038 -0.205 -0.034 0.0898
H -1.9317 -0.5861 2.0497 0.050 0.062 -0.058 0.0348
N 2.4022 0.5672 -0.0804 1.407 -0.028 -0.139 -0.0525
H 3.3154 -0.9353 0.8210 -0.067 0.092 0.008 0.0666
C -2.8053 -1.1458 0.1620 0.065 0.085 -0.154 -0.1183
C 0.3984 -0.5317 -0.2098 -1.055 0.999 0.414 -0.3909
N 0.0006 0.5115 0.4843 0.557 -0.824 -0.715 -0.1020
C -1.8842 -0.6679 0.9689 -1.089 -0.413 0.546 -0.0428

***

Entry 4:
19
Properties=species:S:1:pos:R:3:forces:R:3:lowdin_charge:R:1 method="wB97M-V/def2-TZVPD" total_charge=+1 e_homo_ev=-13.37 e_above_lowest_kcal_mol=132.2 energy_ha=-344.304508 spin_multiplicity=1
C -1.8569 0.0037 0.1958 -1.738 -0.555 -2.222 -0.1940
H -2.9342 0.1060 0.1842 -0.036 0.068 0.073 0.1459
N -1.0913 -0.4556 1.3883 -0.871 -1.322 2.588 0.0234
H -1.2230 1.7292 1.6290 0.222 -1.473 -1.151 0.1608
H 2.1239 0.9150 -1.4490 -1.442 0.641 0.465 0.2189
C 1.1617 -0.6127 0.5407 0.577 -3.877 -1.256 -0.1529
C -1.0171 0.8269 0.9619 4.304 3.692 0.481 -0.0601
C -1.1325 -0.9931 -0.6857 -0.730 -1.432 -3.012 -0.0903
H 0.5559 0.9988 -1.7866 -1.866 -1.036 -0.786 0.1267
N 1.1695 1.2656 -1.0695 4.308 -0.095 -1.642 0.1950
C 1.0367 0.7726 0.2609 -3.140 2.628 3.865 -0.2011
H 1.2408 2.2645 -1.1707 -0.091 0.797 0.528 0.1718
H 1.7812 -1.1529 -0.2914 -0.745 0.619 1.578 0.1651
H -1.8175 -1.8679 -0.9339 0.747 1.051 0.701 0.1345
H -0.7775 -0.7674 -1.8086 -0.177 0.012 2.523 0.1391
H 1.6620 1.3356 1.0080 -0.806 0.152 -1.382 0.1549
C -0.2579 -1.3052 0.5467 1.520 -0.315 0.046 -0.2392
H -0.2659 -2.3475 0.9450 0.213 0.795 -0.691 0.1626
H 1.6420 -0.7157 1.5349 -0.248 -0.352 -0.707 0.1388

***

Entry 5:
16
Properties=species:S:1:pos:R:3:forces:R:3:lowdin_charge:R:1 method="wB97M-V/def2-TZVPD" total_charge=+1 e_homo_ev=-13.56 e_above_lowest_kcal_mol=54.3 energy_ha=-719.364254 spin_multiplicity=1
C 0.9363 -1.1662 0.8144 0.117 1.634 -1.148 -0.1139
N 1.1566 0.0447 0.5200 0.077 0.381 0.352 0.0702
C 1.2425 1.2623 0.2740 0.424 0.810 -1.983 -0.3885
C 0.0930 0.8900 -2.2496 5.231 -2.556 1.334 -0.3542
C -1.4454 -0.8123 1.4277 1.483 -0.851 -0.095 -0.1652
H -0.8555 0.7170 -2.0078 -3.891 -0.440 1.153 -0.0144
H -0.4503 -2.5725 1.0002 0.340 -1.050 0.369 0.1410
N -1.4357 0.3044 0.9027 -1.007 1.962 -0.236 0.1445
H 1.7895 -1.7571 0.6138 0.412 -1.486 0.066 0.1572
H -2.1847 -1.3091 2.0539 0.021 -0.028 -0.075 0.1363
N -0.2245 -1.6297 1.2178 -2.460 0.134 0.780 0.0968
S 0.9401 2.0935 -1.2532 -0.121 0.088 1.246 0.9702
H -2.2261 0.9631 1.0694 0.509 -1.142 0.051 0.1148
H 1.7202 1.9406 0.9527 -0.007 0.286 0.716 0.0935
H 0.2202 1.1141 -3.2481 0.217 0.804 -2.098 0.0195
H 0.7239 -0.0827 -2.0877 -1.346 1.454 -0.433 0.0922

***

Entry 6:
14
Properties=species:S:1:pos:R:3:forces:R:3:lowdin_charge:R:1 method="wB97M-V/def2-TZVPD" total_charge=0 e_homo_ev=-8.14 e_above_lowest_kcal_mol=118.5 energy_ha=-593.299366 spin_multiplicity=1
C 0.6349 0.5608 -1.5138 2.752 -1.516 2.532 -0.4032
H 0.3404 0.7298 -2.4938 -0.785 -0.439 -1.838 0.0374
S -0.0188 1.8517 -0.4578 0.899 3.307 -0.989 0.9412
H 1.0910 -0.0556 1.1735 -0.380 -0.613 -0.774 0.1461
C 0.1548 -0.4558 0.6961 5.131 -0.921 1.197 -0.2782
H -0.3240 -1.3860 -1.2431 -1.012 -0.999 -0.338 0.0872
C -0.6547 0.6282 0.4584 -4.111 2.857 0.301 -0.8121
H -1.5104 0.1809 0.0647 -1.596 -0.032 -2.455 0.1129
C -0.9133 0.0552 1.6924 1.822 -1.195 6.784 -0.0623
H -1.5963 -0.6675 1.7679 -3.926 -1.935 -0.410 0.0439
H 1.3908 -1.3606 -0.8340 0.111 -0.560 -0.100 0.0941
C 0.4401 -0.8622 -0.7440 0.376 0.650 -0.469 -0.1439
H 1.7390 0.5831 -1.4455 -0.386 0.783 -0.579 0.0723
H -0.7735 0.1980 2.8791 1.105 0.614 -2.863 0.1644